[1]
Formula: C4H8BrNO
Source: the OMol25 dataset
Level of theory: ωB97M-V/def2-TZVPD

## Properties
- SMILES: CC(C)=N[C@H](O)Br
- Kohn-Sham gap: 0.3694 Ha
- Energy relative to the best compared isomer or geometry (same formula, charge and spin): 34.0 kcal/mol

Positions of all 15 atoms, in Å:
C1 -0.6238 -0.0444 -0.2384
C2 -2.0055 -0.1010 -0.7483
C3 -0.0331 -1.3093 0.2213
C4 1.2744 1.2206 0.2967
N1 -0.0863 1.0895 -0.1424
O1 2.1513 0.5135 -0.3668
Br1 1.5922 0.7320 2.3891
H1 -2.1491 -0.8607 -1.5559
H2 -2.2482 0.9028 -0.9876
H3 -2.7593 -0.5192 -0.0526
H4 0.4740 -1.9044 -0.5081
H5 -0.7147 -1.9412 0.6952
H6 0.5355 -0.9173 1.0082
H7 1.4466 2.3408 0.3563
H8 3.1462 0.7983 -0.3667

Force components x, y, z for each atom (eV/Å):
-1.2 -1.4 -0.4
-1.0 -1.3 -0.3
0.3 0.6 -0.1
-0.9 3.1 1.3
1.3 0.5 0.3
3.4 -0.9 -1.8
-0.3 0.5 -0.4
0.5 0.9 0.0
-0.8 0.7 -0.7
0.7 0.5 0.4
0.7 0.1 -0.5
-1.6 -1.0 0.5
1.8 -0.6 1.0
0.2 -1.5 0.2
-3.0 -0.3 0.5


[2]
Formula: C4H8BrNO
Source: the OMol25 dataset
Level of theory: ωB97M-V/def2-TZVPD

## Properties
- Kohn-Sham gap: 0.2951 Ha
- Energy relative to the best compared isomer or geometry (same formula, charge and spin): 101.7 kcal/mol

Positions of all 15 atoms, in Å:
C1 0.7216 0.6839 -0.7442
C2 -0.6412 1.3024 -0.7891
C3 0.5757 -0.8962 1.3390
C4 0.8072 -0.6596 -0.0510
N1 1.7423 1.3297 -1.1412
O1 -1.1003 -1.7425 -0.9367
Br1 2.1493 -1.8936 -0.8236
H1 -0.8345 1.4629 0.3010
H2 -0.5302 2.3326 -1.1781
H3 -1.4626 0.9100 -1.4094
H4 0.2805 -1.9610 1.7056
H5 1.4763 -0.8471 1.9215
H6 -0.2291 -0.2048 1.6004
H7 2.6152 0.7770 -1.0469
H8 -0.5833 -2.4850 -1.3403

Force components x, y, z for each atom (eV/Å):
-0.1 -0.4 -0.4
0.1 1.9 0.6
-1.8 -1.7 1.8
-0.5 -2.9 -3.5
0.2 -0.8 0.1
2.8 0.7 0.7
-0.7 1.0 0.5
-0.9 -0.3 -0.8
0.3 -0.4 0.2
0.6 -0.8 0.9
0.0 1.6 -1.5
0.7 1.0 0.3
0.3 -0.1 0.7
-0.6 0.3 0.1
-0.5 0.9 0.5